(1)
Here is a structure of composition C33H34F5NPRu at a distorted geometry from OMol25. Energies are from ωB97M-V with the def2-TZVPD basis set.

Cartesian coordinates (Å):
Ru -1.3192 0.1410 0.8587
C -3.7234 0.6003 1.7012
C -2.9762 1.6727 2.2136
C -1.9417 1.4247 3.1179
C -1.6241 0.1071 3.4779
C -2.3989 -0.9608 2.9957
C -3.4522 -0.7177 2.1105
H -4.5896 0.7968 1.0825
H -3.2575 2.6879 1.9679
H -1.4130 2.2512 3.5731
H -0.8796 -0.0733 4.2434
H -2.2471 -1.9605 3.3813
H -4.1145 -1.5208 1.8131
F -2.7359 -1.9606 -1.0369
C -3.0179 -0.7326 -1.4923
C -2.3832 0.3519 -0.8876
C -2.7537 1.6134 -1.3734
F -2.2744 2.7162 -0.8069
C -3.6365 1.7763 -2.4249
F -3.9312 2.9818 -2.8616
C -4.2236 0.6579 -3.0173
F -5.0607 0.8059 -4.0034
C -3.9108 -0.6135 -2.5381
F -4.4515 -1.6914 -3.0685
C 0.4225 -3.1098 2.4520
C 0.2779 -3.2746 0.9460
C 1.2095 -4.3415 0.4034
C -1.1629 -3.6040 0.5606
P 0.5634 -1.4908 0.1827
C 0.9308 -1.7110 -1.5973
C 1.8607 -2.6748 -2.0830
C 2.1207 -2.7717 -3.4225
C 1.4576 -1.9215 -4.3372
C 0.5915 -0.9081 -3.8688
C 0.3319 -0.8124 -2.5309
C 2.2353 -0.7585 0.8369
C 3.3618 -1.7732 0.9403
C 2.6194 0.3149 -0.1984
C 1.9613 -0.1307 2.2042
H -0.0477 -3.9661 2.9426
H -0.0749 -2.2095 2.8157
H 1.4628 -3.0990 2.7714
H 1.0706 -5.2388 1.0135
H 2.2661 -4.0933 0.4816
H 0.9591 -4.6223 -0.6189
H -1.3983 -4.6145 0.9061
H -1.3107 -3.6011 -0.5192
H -1.8792 -2.9195 1.0165
H 2.3738 -3.3430 -1.4109
H 2.8201 -3.5151 -3.7826
H 1.6118 -2.0502 -5.4027
H 0.1375 -0.2126 -4.5626
H -0.3151 -0.0334 -2.1650
H 3.6279 -2.2072 -0.0228
H 3.1676 -2.5630 1.6628
H 4.2469 -1.2409 1.3007
H 3.0082 -0.1403 -1.1115
H 3.4085 0.9450 0.2170
H 1.7799 0.9551 -0.4582
H 1.8959 -0.8739 2.9964
H 1.0600 0.4837 2.2105
H 2.7969 0.5267 2.4559
N -0.1326 2.0961 0.8610
C 0.3973 3.0709 0.5441
C 1.0647 4.2474 0.1482
C 1.1812 5.3460 1.0100
C 1.8869 6.4569 0.5926
C 2.4655 6.4877 -0.6717
C 2.3397 5.4002 -1.5323
C 1.6407 4.2803 -1.1340
H 0.7195 5.3214 1.9880
H 1.9901 7.3047 1.2555
H 3.0128 7.3636 -0.9923
H 2.7849 5.4341 -2.5172
H 1.5168 3.4375 -1.8024

Values from the calculation:
HOMO-LUMO gap (alpha / beta), eV: 5.690 / 3.555
Charge: +3
DFT total energy, Ha: -2267.042544
ΔE to the lowest compared entry with this formula, charge and spin, kJ/mol: 76.1
Expectation value of S²: 6.054
Max |F|, Eh/bohr: 0.04003
Spin multiplicity: 5

These are the Löwdin partial charges, in e, on atoms 1 to 4: atom 1 (Ru): 1.263, atom 2 (C): -0.074, atom 3 (C): -0.067, atom 4 (C): -0.076

***

(2)
Here is a structure of composition C33H34N4O3SSiSn from OMol25. Energies are from ωB97M-V with the def2-TZVPD basis set.

Cartesian coordinates (Å):
Sn -0.4848 0.4120 -0.1187
O 0.6831 -3.1549 3.7810
S 0.5171 -2.0785 2.8067
O -0.8331 -1.6000 2.6572
N 1.1541 -2.3270 1.4016
C 2.4161 -2.8389 1.2497
C 3.1675 -3.5808 2.1566
C 4.4369 -4.0909 1.8299
C 5.0181 -3.8828 0.6109
C 4.3240 -3.0911 -0.3367
C 4.8676 -2.7860 -1.6059
C 4.1901 -1.9681 -2.4608
C 2.9508 -1.4381 -2.0375
N 2.4067 -1.7212 -0.8845
C 3.0539 -2.5524 -0.0260
C 1.4209 -0.6902 3.4897
C 1.2724 -0.3925 4.8389
C 1.9054 0.7196 5.3701
C 2.6793 1.5384 4.5543
C 2.8183 1.2403 3.2082
C 2.1918 0.1214 2.6721
H 2.7445 -3.7954 3.1248
H 4.9602 -4.6773 2.5788
H 5.9901 -4.2923 0.3599
H 5.8330 -3.2040 -1.8745
H 4.5819 -1.7151 -3.4383
H 2.3985 -0.7564 -2.6800
H 0.6575 -1.0350 5.4562
H 1.7813 0.9615 6.4197
H 3.1554 2.4211 4.9643
H 3.3864 1.8957 2.5604
H 2.2578 -0.1015 1.6143
C -2.0952 -2.7951 -0.3098
N -1.8244 -1.8150 -1.3472
C -2.9418 -1.6844 -2.2557
C -0.5952 -2.1338 -2.0607
C -0.1264 -0.9797 -2.9146
C 0.2120 -1.1841 -4.2473
C 0.7179 -0.1418 -5.0155
C 0.8854 1.1075 -4.4330
C 0.5330 1.3097 -3.1007
C 0.0083 0.2856 -2.3114
H -2.9588 -2.4815 0.2784
H -1.2404 -2.8592 0.3598
H -2.3039 -3.7906 -0.7434
H -3.8232 -1.3384 -1.7156
H -3.1836 -2.6498 -2.7406
H -2.7066 -0.9574 -3.0333
H -0.7211 -3.0489 -2.6715
H 0.1729 -2.3322 -1.3061
H 0.0877 -2.1712 -4.6849
H 0.9762 -0.3039 -6.0564
H 1.2874 1.9299 -5.0167
H 0.6876 2.2906 -2.6624
O 1.2263 4.3096 1.5282
C 0.8333 3.4115 0.8283
N 0.4568 2.5468 0.1107
C -4.2159 1.4087 -1.7755
Si -2.6359 1.9772 -0.8647
C -2.0396 3.3639 -2.0307
C -3.3447 2.9823 0.5998
C -4.5593 2.6595 1.2126
C -5.0635 3.3927 2.2806
C -4.3510 4.4751 2.7774
C -3.1326 4.8077 2.1985
C -2.6421 4.0719 1.1286
H -4.8517 2.2860 -1.9391
H -4.8011 0.6593 -1.2374
H -3.9565 0.9836 -2.7479
H -2.7502 4.1981 -2.0256
H -1.9509 2.9822 -3.0521
H -1.0597 3.7377 -1.7303
H -5.1321 1.8121 0.8489
H -6.0098 3.1112 2.7306
H -4.7377 5.0498 3.6118
H -2.5506 5.6349 2.5888
H -1.6819 4.3421 0.7049

Values from the calculation:
HOMO-LUMO gap, eV: 5.613
Charge: -2
DFT total energy, Ha: -2624.718899
ΔE to the lowest compared entry with this formula, charge and spin, kJ/mol: 0.0
Max |F|, Eh/bohr: 0.01299
Spin multiplicity: 1

These are the Löwdin partial charges, in e, on atoms 1 to 4: atom 1 (Sn): 1.011, atom 2 (O): -0.364, atom 3 (S): 0.501, atom 4 (O): -0.380

***

(3)
Here is a structure of composition C33H35AsCl5EuF6O7S at a distorted geometry from OMol25. Energies are from ωB97M-V with the def2-TZVPD basis set.

Cartesian coordinates (Å):
Eu -1.7130 0.4192 0.2332
Cl -7.5526 0.7992 -4.3476
C -6.0419 0.9870 -3.6344
C -5.9141 1.5067 -2.3270
Cl -7.2615 1.7239 -1.3056
C -4.6758 1.8333 -1.7637
Cl -4.5148 2.7142 -0.2965
C -3.5018 1.3809 -2.3688
O -2.3589 1.2958 -1.7877
C -3.6124 0.9205 -3.7317
Cl -2.1377 0.8330 -4.5428
C -4.8322 0.6350 -4.3255
Cl -4.8771 -0.0048 -5.9224
C 1.2780 3.1826 -3.5379
As 1.4668 2.1587 -1.8383
C 2.9555 3.2379 -1.0533
C 2.6381 0.6729 -2.5207
C 3.9936 1.0237 -3.0279
C 5.1015 1.0128 -2.1606
C 6.3484 1.4605 -2.5848
C 6.4949 1.8419 -3.9265
C 5.4001 1.7971 -4.8190
C 4.1649 1.3425 -4.4011
H 2.2143 3.2739 -4.0980
H 0.8993 4.2016 -3.3563
H 0.5406 2.6604 -4.1292
H 3.6567 3.5664 -1.8428
H 3.5022 2.6943 -0.2533
H 2.5746 4.1711 -0.6121
H 1.9702 0.1302 -3.2341
H 2.7682 0.0894 -1.5901
H 4.9890 0.7388 -1.1217
H 7.1875 1.5558 -1.9035
H 7.4661 2.1651 -4.2725
H 5.5108 2.1855 -5.8476
H 3.3671 1.1597 -5.1299
C -2.9501 -2.7758 2.6898
C -3.5719 -1.4029 2.3675
O -2.6068 -0.5370 1.9044
C -4.7241 -1.5972 1.2703
F -5.5338 -0.5092 1.1860
F -4.1838 -1.8286 0.0182
F -5.5227 -2.6580 1.5925
C -4.1985 -0.6848 3.6036
F -4.4692 0.6259 3.3123
F -3.2719 -0.6948 4.5813
F -5.3492 -1.2776 4.0514
H -2.8407 -3.3802 1.7649
H -3.5864 -3.3573 3.3624
H -1.9502 -2.7046 3.1528
O -1.5684 -1.5606 -1.4604
C -0.4273 -1.8517 -0.9606
O 0.1627 -1.1594 -0.0599
C 0.1205 -3.2802 -1.4750
C -0.6183 -3.9392 -2.5184
C -0.3379 -5.2339 -2.9421
C 0.6842 -5.9894 -2.3531
O 1.1661 -7.2578 -2.5261
C 2.3699 -7.3452 -1.6500
O 2.4391 -6.1553 -0.9210
C 1.4437 -5.3290 -1.4053
C 1.1741 -4.0037 -0.9660
H -1.4723 -3.4240 -2.9646
H -0.9263 -5.7003 -3.7320
H 3.2529 -7.5353 -2.2852
H 2.2069 -8.2182 -0.9836
H 1.8300 -3.5686 -0.2077
C 0.8771 4.8279 4.9362
C 0.1853 3.4762 5.1827
C -0.5177 2.8367 3.9795
S 0.6215 2.3449 2.6302
O -0.2862 1.6716 1.5968
C 1.6700 1.1799 3.6409
C 1.2068 -0.2408 4.0543
C 1.0375 -0.5282 5.5748
H 1.1550 5.3066 5.9082
H 0.1881 5.5693 4.4278
H 1.7755 4.8221 4.2895
H -0.6425 3.6369 5.9132
H 0.8496 2.7143 5.6186
H -1.1278 3.5934 3.4729
H -1.1572 1.9542 4.1776
H 2.0093 1.8215 4.5039
H 2.5515 1.1359 2.9737
H 2.0003 -0.8915 3.6589
H 0.2806 -0.5524 3.4977
H 2.0560 -0.6485 6.0007
H 0.4234 -1.3908 5.7933
H 0.6095 0.3281 6.1038

Values from the calculation:
HOMO-LUMO gap (alpha / beta), eV: 6.327 / 7.580
DFT total energy, Ha: -8049.688097
ΔE to the lowest compared entry with this formula, charge and spin, kJ/mol: 0.0
Expectation value of S²: 12.012
Max |F|, Eh/bohr: 0.04653
Spin multiplicity: 7

These are the Löwdin partial charges, in e, on atoms 1 to 4: atom 1 (Eu): 2.029, atom 2 (Cl): 0.703, atom 3 (C): -0.742, atom 4 (C): -0.711